1.
Below is the ion C3H2ClO3 with charge -1 at a distorted geometry, with properties calculated with ωB97M-V/def2-TZVPD.

Results
lowest unoccupied orbital energy	3.64	eV
energy above the lowest of the compared OMol25 structures with the same formula, charge and spin	22.2	kcal per mole

Structure (ORCA input):
```
! RIJCOSX wB97M-V def2-TZVPD def2/J DEFGRID3
* xyz -1 1
H 1.769 1.158 -0.204
Cl -0.852 1.847 -0.595
C -1.153 -0.929 -0.216
O -0.412 -1.757 -0.655
O 0.414 0.507 1.395
O -2.318 -0.805 0.051
H 1.625 -0.717 0.084
C 1.144 0.261 0.211
C -0.218 0.435 -0.071
*
```

=====

2.
Below is a structure of composition C3H2CrFO3 at a distorted geometry, with properties calculated with ωB97M-V/def2-TZVPD.

Results
lowest unoccupied orbital energy (spin up / spin down)	-5.68 / -5.36	eV
energy above the lowest of the compared OMol25 structures with the same formula, charge and spin	0.0	kcal per mole

Structure (ORCA input):
```
! RIJCOSX wB97M-V def2-TZVPD def2/J DEFGRID3
* xyz 1 5
O -2.665 -1.182 2.332
H 2.383 2.050 -2.186
C 1.855 1.554 -0.219
C 1.750 1.419 -1.549
C -1.993 -1.134 1.408
O -1.282 -1.118 0.480
H 2.442 2.203 0.418
F 1.075 0.621 0.517
O 0.960 0.530 -2.115
Cr 0.027 -0.440 -0.826
*
```

=====

3.
Below is a structure of composition C3H2CuO2 at a distorted geometry, with properties calculated with ωB97M-V/def2-TZVPD.

Results
lowest unoccupied orbital energy (spin up / spin down)	-14.58 / -14.45	eV

Structure (ORCA input):
```
! RIJCOSX wB97M-V def2-TZVPD def2/J DEFGRID3
* xyz 2 2
H -0.161 -0.408 -2.011
O -0.508 0.678 1.679
C -0.115 0.204 0.633
H 1.080 -1.502 -1.263
Cu -1.191 2.106 2.367
C 0.396 -0.656 -1.094
C 1.005 0.496 -0.408
O -0.505 -0.918 0.097
*
```

=====

4.
Below is a cluster of 3 separate species, C3H2F2I2 in total at a distorted geometry, with properties calculated with ωB97M-V/def2-TZVPD.

Results
lowest unoccupied orbital energy (spin up / spin down)	0.61 / -3.47	eV

Structure (ORCA input):
```
! RIJCOSX wB97M-V def2-TZVPD def2/J DEFGRID3
* xyz 0 3
F -0.054 -0.752 -2.081
C 0.934 0.215 1.149
C 0.208 -0.016 0.124
H 1.462 1.114 1.507
F -1.795 0.112 -1.072
H 1.104 -0.511 1.839
C -0.523 -0.238 -1.014
I -0.534 -3.023 0.148
I -0.803 3.098 -0.601
*
```

=====

5.
Below is an isolated molecule of C3H2F2N2O at a distorted geometry, with properties calculated with ωB97M-V/def2-TZVPD.

Results
lowest unoccupied orbital energy (spin up / spin down)	-0.85 / -0.85	eV
energy above the lowest of the compared OMol25 structures with the same formula, charge and spin	79.3	kcal per mole

Structure (ORCA input):
```
! RIJCOSX wB97M-V def2-TZVPD def2/J DEFGRID3
* xyz 0 1
C -0.746 0.786 0.004
F 0.908 2.413 0.014
H -1.563 1.474 0.079
F -0.486 -1.040 1.389
H -1.491 -1.295 -0.354
N 0.508 1.114 -0.016
C 0.813 -0.967 -0.372
O 1.304 -2.013 -0.661
C -0.675 -0.704 0.052
N 1.428 0.233 -0.136
*
```

=====

6.
Below is a structure of composition C3H2F2O at a distorted geometry, with properties calculated with ωB97M-V/def2-TZVPD.

Results
lowest unoccupied orbital energy	-0.10	eV
energy above the lowest of the compared OMol25 structures with the same formula, charge and spin	67.0	kcal per mole

Structure (ORCA input):
```
! RIJCOSX wB97M-V def2-TZVPD def2/J DEFGRID3
* xyz 0 1
F 1.994 1.261 0.154
H -2.894 0.244 0.893
H 1.551 2.132 -0.505
C -0.967 -0.522 0.128
C -1.931 0.061 0.586
C 0.337 -0.883 -0.382
F 1.147 -1.697 0.484
O 0.763 -0.595 -1.358
*
```

=====

7.
Below is an isolated molecule of C3H2F3N at a distorted geometry, with properties calculated with ωB97M-V/def2-TZVPD.

Results
lowest unoccupied orbital energy	0.58	eV
energy above the lowest of the compared OMol25 structures with the same formula, charge and spin	23.8	kcal per mole

Structure (ORCA input):
```
! RIJCOSX wB97M-V def2-TZVPD def2/J DEFGRID3
* xyz 0 1
H -1.151 1.956 0.490
N -1.455 -0.296 0.933
F 1.168 -1.152 1.016
C -1.182 0.891 0.468
H -1.095 -0.521 -1.381
C 1.062 -0.456 -0.070
F 1.686 -1.092 -1.102
F 1.630 0.750 0.041
C -0.662 -0.081 -0.395
*
```

=====

8.
Below is a cluster of 2 separate species, C3H2F4 in total at a distorted geometry, with properties calculated with ωB97M-V/def2-TZVPD.

Results
lowest unoccupied orbital energy	-0.29	eV
energy above the lowest of the compared OMol25 structures with the same formula, charge and spin	91.3	kcal per mole

Structure (ORCA input):
```
! RIJCOSX wB97M-V def2-TZVPD def2/J DEFGRID3
* xyz 0 1
F 0.714 1.874 1.103
C 0.596 0.733 0.444
F -0.459 1.775 -1.363
F -2.317 -0.906 0.397
C -0.096 0.668 -0.699
H 0.024 -0.244 -1.505
C -2.294 0.143 -0.371
F -2.985 1.065 0.320
H 1.000 -0.204 0.901
*
```

=====

9.
Below is an isolated molecule of C3H2F4 at a distorted geometry, with properties calculated with ωB97M-V/def2-TZVPD.

Results
lowest unoccupied orbital energy	0.87	eV
energy above the lowest of the compared OMol25 structures with the same formula, charge and spin	23.0	kcal per mole

Structure (ORCA input):
```
! RIJCOSX wB97M-V def2-TZVPD def2/J DEFGRID3
* xyz 0 1
C 0.730 -0.520 0.701
F 0.585 -1.797 0.220
H 0.909 0.435 -1.238
F 1.996 -0.404 0.987
C 0.181 0.423 -0.421
F -2.061 0.189 0.205
F -1.597 1.394 -1.579
C -1.097 0.651 -0.632
H 0.353 -0.372 1.756
*
```

=====

10.
Below is a structure of composition C3H2F6O2OsPS4 at a distorted geometry, with properties calculated with ωB97M-V/def2-TZVPD.

Results
lowest unoccupied orbital energy (spin up / spin down)	-11.27 / -11.39	eV

Structure (ORCA input):
```
! RIJCOSX wB97M-V def2-TZVPD def2/J DEFGRID3
* xyz 2 2
H 0.840 -0.678 3.412
S -3.531 -1.598 -1.702
P 3.423 0.145 -0.092
C -2.255 0.629 -0.870
F 2.193 0.095 -1.190
Os 0.488 -0.148 0.597
H -0.281 0.398 3.405
S -3.514 1.462 -1.661
F 4.066 0.295 1.298
F 3.848 1.527 -0.599
F 1.868 1.218 0.844
S -0.983 1.504 -0.125
F 2.483 -1.134 0.613
O -5.366 -0.042 -2.853
O 0.095 -0.335 2.892
C -4.383 -0.056 -2.228
C -2.279 -0.797 -0.877
S -1.077 -1.694 -0.044
F 4.366 -0.791 -0.821
*
```

=====

11.
Below is a structure of composition C3H2FInO2 at a distorted geometry, with properties calculated with ωB97M-V/def2-TZVPD.

Results
lowest unoccupied orbital energy (spin up / spin down)	-11.93 / -11.36	eV
energy above the lowest of the compared OMol25 structures with the same formula, charge and spin	135.9	kcal per mole

Structure (ORCA input):
```
! RIJCOSX wB97M-V def2-TZVPD def2/J DEFGRID3
* xyz 2 1
H 2.339 0.453 0.827
C -3.390 -1.298 1.042
C 1.003 0.656 -0.825
O -4.399 -1.641 1.377
H 1.673 1.908 -0.290
F 2.015 -0.224 -1.754
C 2.199 0.696 -0.224
In -1.414 -0.463 0.402
O -0.024 -0.086 -0.556
*
```

=====

12.
Below is an isolated molecule of C3H2FN at a distorted geometry, with properties calculated with ωB97M-V/def2-TZVPD.

Results
lowest unoccupied orbital energy	0.69	eV
energy above the lowest of the compared OMol25 structures with the same formula, charge and spin	56.8	kcal per mole

Structure (ORCA input):
```
! RIJCOSX wB97M-V def2-TZVPD def2/J DEFGRID3
* xyz 0 1
N 0.881 -1.082 -0.002
C -1.484 0.006 0.008
F -2.659 -0.524 0.036
H -0.700 2.168 -0.434
C -0.663 1.077 -0.123
H 0.475 -1.978 0.292
C -0.085 -0.261 0.084
*
```

=====

The calculation returns the following calculated total energy values, one per record and in order: -21808.0553; -40416.7687; -51850.2704; -24775.5720; -13601.3388; -10622.0690; -12783.0074; -14009.0078; -14011.9671; -78624.9636; -15098.0925; -7347.2530 eV.